No. 1
Entry from the Open Molecules 2025 dataset: a 5-piece molecular cluster, C19H15Cl16O6PS3 overall at a distorted geometry (ωB97M-V/def2-TZVPD).

The geometry in XYZ format:
```
60
Properties=species:S:1:pos:R:3:forces:R:3
Cl 8.679 -1.538 -1.769 -0.1 0.0 0.0
H -3.161 -2.196 -2.384 0.3 0.2 0.5
H 0.869 -0.985 -3.711 0.2 -0.3 0.4
H 2.269 1.348 0.849 0.1 0.0 0.1
Cl 8.491 -0.991 1.060 0.0 -0.2 -0.2
Cl -6.091 -2.208 2.789 0.0 -0.1 0.1
S -4.285 3.160 0.452 0.3 2.6 -1.3
H -1.474 0.105 3.017 -0.1 0.0 0.1
C -3.021 -0.669 -0.412 -0.1 -1.1 -1.3
C -1.927 -0.112 2.060 0.8 0.0 0.8
O -3.126 2.615 -0.164 0.0 -1.6 0.6
H -6.768 0.730 -0.926 0.0 0.1 -0.1
O -0.911 -2.080 -2.090 0.2 0.4 0.1
O -4.304 2.922 2.035 0.0 -0.8 -0.4
C -3.841 -0.227 0.607 -0.7 0.1 -0.3
Cl 10.451 1.507 2.670 0.0 0.0 0.0
Cl 9.260 3.189 4.686 0.0 0.0 0.0
C 1.183 -0.249 0.021 0.3 0.0 0.4
H -6.634 2.644 0.479 0.3 0.2 0.3
C -3.260 0.019 1.819 -0.8 0.5 1.2
H 2.794 -0.603 -2.631 -0.3 -0.3 0.1
H -5.662 0.429 1.417 -0.1 -0.1 0.0
H 2.915 0.846 -0.700 -0.1 -0.1 -0.1
H -6.017 3.066 -1.095 0.3 0.3 0.1
Cl 5.166 -1.701 -3.231 0.1 -0.1 -0.2
C -1.667 -0.805 -0.195 0.8 -0.2 -0.9
O -4.379 4.579 0.265 -0.8 0.3 0.6
S 1.318 1.719 -3.234 0.1 0.0 0.2
H -4.852 3.623 2.418 0.1 0.1 0.0
C 3.548 -0.324 1.011 0.1 0.4 1.6
C 2.491 0.472 0.235 0.1 -0.2 0.2
C -5.801 2.477 -0.205 -0.2 -1.1 -0.1
Cl -8.581 -3.445 3.566 0.0 0.0 0.0
C -0.684 -1.238 -1.247 -0.3 0.0 0.3
Cl 6.246 -3.420 -5.280 0.0 0.0 0.0
C 4.934 -2.309 -4.877 -0.1 0.0 -0.1
Cl 7.568 1.703 2.883 0.0 0.1 0.1
Cl 4.934 -0.952 -6.006 0.0 0.0 0.0
C 0.362 -0.632 1.232 0.1 -0.1 0.2
Cl -8.052 -2.890 0.782 0.0 0.0 0.0
H -3.908 0.366 2.615 0.1 0.0 0.1
Cl 8.830 1.180 -0.809 0.0 0.0 0.0
O 0.872 -1.016 2.263 -0.3 0.4 -0.5
H 4.183 -1.102 0.548 -0.6 0.1 -0.5
C 8.089 -0.401 -0.552 0.2 0.0 0.0
H -5.151 0.938 -1.539 0.1 -0.1 0.1
S -3.733 -1.041 -2.003 -0.7 0.1 -0.3
C -5.326 0.001 0.467 0.2 0.6 0.1
H -5.842 -0.954 0.392 0.0 0.0 -0.4
Cl 3.385 -3.159 -4.975 0.0 0.0 0.0
C 9.095 2.581 3.034 -0.1 0.0 0.0
C -5.749 0.998 -0.632 -0.2 0.0 0.2
Cl -6.591 -4.975 2.142 0.0 0.1 0.0
Cl 9.106 3.942 1.904 0.0 0.0 0.0
C 0.655 -0.556 -1.156 -0.1 -0.5 -1.0
O 3.763 -0.083 2.180 0.0 -0.1 -1.0
C -1.121 -0.513 1.035 1.0 -0.1 0.1
P 1.465 -0.154 -2.744 -0.2 0.7 -0.4
C -7.329 -3.382 2.321 0.0 0.0 0.0
Cl 6.328 -0.250 -0.689 0.1 0.2 0.1
```
Positions in Å, forces in eV/Å.

HOMO = -8.806 eV
LUMO level = -1.1892 eV
Orbital gap = 7.62 eV
Charge = 0

Atomic partial charges in e from the Mulliken method, atoms 1 to 8: Cl -0.11; H 0.22; H 0.11; H 0.32; Cl -0.08; Cl -0.05; S 1.14; H 0.46


No. 2
Entry from the Open Molecules 2025 dataset: C19H15Cl3MoN3O2 as an isolated structure (ωB97M-V/def2-TZVPD).

The geometry in XYZ format:
```
43
Properties=species:S:1:pos:R:3:forces:R:3
C 1.038 -2.440 -0.276 0.0 0.0 0.0
H 3.559 -4.382 -1.361 0.0 0.0 0.0
C -1.174 -3.409 0.562 0.0 0.0 0.0
H 0.286 3.842 0.151 0.0 0.0 0.0
H 1.381 2.728 1.018 0.0 0.0 0.0
C -0.701 2.636 1.615 0.0 0.0 0.0
O 0.212 1.234 -1.658 0.0 0.1 -0.1
C 3.647 -2.259 -1.115 0.0 0.0 0.0
C 0.498 3.376 1.118 0.0 0.0 0.0
C 2.949 -1.113 -0.748 0.0 0.0 0.0
C -2.818 2.522 2.735 0.0 0.0 0.0
C -1.706 3.248 2.357 0.0 0.0 0.0
C 1.690 -3.584 -0.645 0.0 0.0 0.0
C 3.548 0.253 -0.833 0.0 0.0 0.0
H 4.677 -2.170 -1.433 0.0 0.0 0.0
H -3.619 -1.633 2.118 0.0 0.0 0.0
H -0.901 -4.427 0.322 0.0 0.0 0.0
H -3.066 -3.943 1.422 0.0 0.0 0.0
C -0.326 -2.360 0.274 -0.1 0.0 0.0
C -2.384 -3.133 1.193 0.0 0.0 0.0
N -0.819 1.330 1.286 0.0 0.0 0.0
H 0.784 4.167 1.811 0.0 0.0 0.0
N 1.665 -1.220 -0.334 0.0 0.0 0.0
Cl -1.908 1.762 -5.007 0.0 0.0 0.0
H 1.197 -4.545 -0.599 0.0 0.0 0.0
Cl 0.883 2.224 -4.363 0.0 0.0 0.0
C 3.021 -3.488 -1.072 0.0 0.0 0.0
H 4.611 0.226 -0.593 0.0 0.0 0.0
C -0.767 2.104 -3.748 0.0 0.0 0.0
O -1.393 -0.030 -2.657 0.0 0.0 0.0
H -3.604 2.994 3.312 0.0 0.0 0.0
H 3.095 0.959 -0.123 0.0 0.0 0.0
Cl -1.222 3.557 -2.833 0.0 0.0 0.0
H 3.450 0.653 -1.846 0.0 0.0 0.0
H -3.794 0.595 2.682 0.0 0.0 0.0
H -1.602 4.289 2.630 0.0 0.0 0.0
Mo 0.467 0.454 -0.084 0.0 -0.1 0.1
C -2.930 1.170 2.382 0.0 0.0 0.0
C -0.779 0.960 -2.738 0.1 0.0 0.0
C -1.827 -0.817 1.264 0.0 -0.1 0.0
C -1.917 0.598 1.663 0.0 0.0 0.0
C -2.707 -1.834 1.574 0.0 0.0 0.0
N -0.693 -1.094 0.579 0.0 0.0 0.0
```
Positions in Å, forces in eV/Å.

2S+1 = 3
HOMO (spin up / spin down) = -18.904 / -18.904 eV
LUMO level (spin up / spin down) = -11.8383 / -11.8889 eV
Orbital gap (spin up / spin down) = 7.07 / 7.02 eV
Charge = +3

Atomic partial charges in e from the Mulliken method, atoms 1 to 8: C 0.65; H 0.50; C -0.59; H 0.28; H 0.22; C 0.88; O -0.63; C -0.68


No. 3
Entry from the Open Molecules 2025 dataset: C19H15ClIrN4O7 as an isolated structure (ωB97M-V/def2-TZVPD).

The geometry in XYZ format:
```
47
Properties=species:S:1:pos:R:3:forces:R:3
H 3.318 -3.051 1.762 0.0 0.0 0.0
C -3.634 0.191 -1.444 -0.1 -0.2 0.0
O -1.190 1.859 -1.870 -0.1 0.0 0.0
C -2.335 2.325 -2.066 0.1 0.0 0.0
C 1.452 -2.507 -1.017 0.0 0.1 -0.2
N 1.342 0.507 2.542 0.0 0.0 -0.1
H -0.913 -3.345 1.282 0.0 0.0 0.0
Cl -6.354 4.268 -2.779 0.1 0.0 0.0
H 2.511 0.760 -1.919 0.0 0.0 0.0
O -2.702 -0.572 -1.232 -0.1 0.1 0.1
H 0.418 -0.814 3.898 0.0 0.0 0.0
C -4.780 2.213 -2.081 0.2 -0.3 0.1
O -0.571 0.076 1.365 0.0 0.0 -0.1
C 0.052 -3.139 0.843 0.0 0.0 0.0
C 1.618 -1.856 -2.380 0.1 -0.3 0.3
H 3.179 0.873 3.427 0.0 0.0 0.0
N 1.249 0.579 0.188 -0.1 0.0 0.0
H 1.291 0.560 4.624 0.0 0.0 0.0
C 2.549 0.851 0.100 -0.1 -0.1 0.2
C 2.586 -2.647 -0.227 0.0 0.1 0.0
C 0.632 0.384 1.377 0.0 0.0 -0.1
C 0.191 -2.811 -0.500 -0.1 0.0 0.0
O 2.054 -3.586 3.719 0.0 0.0 0.1
O -0.080 -3.333 3.532 0.0 -0.1 0.1
O 2.427 -2.256 -3.179 0.0 0.0 0.0
Ir -0.517 -0.154 -1.067 0.5 -0.4 -0.3
H -0.277 0.811 3.824 0.0 0.0 0.0
C -3.572 1.589 -1.852 -0.1 0.3 0.0
C -4.839 3.543 -2.519 0.0 0.2 -0.1
O 0.903 -0.762 -2.519 -0.3 0.4 0.1
C 2.460 -2.970 1.112 -0.1 0.0 0.0
H 4.364 1.214 1.277 0.0 0.0 0.0
H -1.524 4.218 -2.703 0.0 0.0 0.0
C 3.311 0.985 1.301 0.0 0.0 0.0
C -2.451 3.687 -2.535 0.0 0.0 0.0
H -3.730 5.296 -3.098 0.0 0.0 0.0
C -3.659 4.275 -2.750 0.0 0.0 0.0
C 2.668 0.800 2.476 0.1 0.0 -0.1
H 3.559 -2.461 -0.661 0.0 0.0 0.0
H -4.653 -0.208 -1.342 0.0 0.0 0.0
N 3.084 0.970 -1.109 -0.1 0.0 -0.1
H -0.680 -2.847 -1.153 0.1 0.0 0.1
H -5.708 1.677 -1.930 0.0 0.0 0.0
H 4.069 1.128 -1.227 0.0 0.0 0.0
N 1.044 -3.396 3.076 0.0 0.0 -0.1
C 1.188 -3.170 1.629 0.1 0.0 -0.1
C 0.651 0.246 3.805 -0.1 0.0 0.1
```
Positions in Å, forces in eV/Å.

2S+1 = 5
HOMO (spin up / spin down) = -11.312 / -11.763 eV
LUMO level (spin up / spin down) = -4.0695 / -6.4563 eV
Orbital gap (spin up / spin down) = 7.24 / 5.31 eV
Charge = +1

Atomic partial charges in e from the Mulliken method, atoms 1 to 8: H 0.55; C 0.10; O -0.81; C 0.74; C 0.25; N 0.17; H 0.50; Cl -0.12